1.
C24H60F6K2O12P as an isolated structure in a non-equilibrium geometry. Source: OMol25; level of theory: the ωB97M-V functional and the def2-TZVPD basis.

Atoms and positions in Å:
K -15.19 11.76 17.49
K -11.51 10.50 21.29
P -11.55 10.14 17.40
F -11.34 11.17 16.21
F -9.96 9.96 17.56
F -11.55 11.39 18.45
F -11.71 9.12 18.67
F -13.18 10.19 17.22
F -11.59 8.90 16.38
C -5.79 7.72 17.42
O -5.73 8.66 16.37
C -6.39 8.24 15.18
C -7.86 7.93 15.36
O -8.03 6.53 15.55
C -9.39 6.18 15.58
H -5.10 6.91 17.20
H -6.82 7.41 17.63
H -5.42 8.24 18.31
H -5.80 7.39 14.79
H -6.22 8.99 14.40
H -8.37 8.22 14.43
H -8.29 8.45 16.22
H -10.01 6.86 16.18
H -9.51 5.25 16.15
H -9.82 6.10 14.58
C -12.05 4.00 17.03
O -13.34 4.53 17.25
C -13.31 5.92 17.44
C -14.70 6.52 17.39
O -15.46 6.32 18.56
C -16.07 5.04 18.65
H -11.37 4.38 17.81
H -11.67 4.26 16.05
H -12.07 2.93 17.24
H -12.75 6.40 16.61
H -12.83 6.23 18.38
H -15.21 6.17 16.48
H -14.59 7.60 17.34
H -16.87 4.96 17.91
H -16.49 4.95 19.64
H -15.33 4.27 18.43
C -7.86 7.07 11.66
O -9.21 7.37 11.46
C -9.45 8.41 10.51
C -9.40 9.76 11.18
O -10.47 9.85 12.09
C -10.20 10.63 13.24
H -7.28 7.89 12.11
H -7.35 6.79 10.72
H -7.82 6.21 12.32
H -10.43 8.19 10.09
H -8.73 8.33 9.68
H -9.44 10.59 10.47
H -8.42 9.86 11.68
H -9.71 10.01 14.00
H -11.13 10.94 13.71
H -9.62 11.50 12.93
C -17.06 9.13 15.55
O -15.96 10.04 15.63
C -14.96 9.86 14.63
C -14.23 8.56 14.54
O -15.07 7.57 13.98
C -14.33 6.45 13.56
H -17.24 8.88 14.51
H -17.93 9.54 16.06
H -16.79 8.21 16.08
H -14.24 10.68 14.82
H -15.37 10.23 13.68
H -13.86 8.22 15.51
H -13.35 8.72 13.90
H -13.61 6.11 14.31
H -13.79 6.62 12.62
H -15.03 5.62 13.42
C -7.29 15.36 15.12
O -8.47 15.27 15.91
C -8.94 13.98 16.20
C -8.03 13.00 16.90
O -6.81 12.62 16.32
C -7.02 11.74 15.24
H -6.99 16.40 15.15
H -7.54 15.11 14.07
H -6.53 14.62 15.37
H -9.35 13.53 15.26
H -9.85 14.10 16.79
H -8.61 12.10 17.17
H -7.82 13.41 17.91
H -7.24 10.74 15.63
H -6.11 11.66 14.66
H -7.89 12.02 14.64
C -8.84 7.95 20.05
O -8.88 9.04 20.96
C -7.82 9.07 21.88
C -6.45 9.40 21.34
O -6.14 10.74 21.11
C -7.15 11.48 20.47
H -7.96 8.01 19.41
H -9.70 8.06 19.39
H -8.85 6.97 20.54
H -7.76 8.18 22.52
H -8.08 9.83 22.64
H -6.27 8.77 20.45
H -5.76 9.01 22.09
H -8.01 11.63 21.12
H -7.39 11.07 19.48
H -6.75 12.48 20.28

The HOMO energy is -10.67 eV. Its net charge is +1. The largest force on an atom comes out at 0.046 Eh/bohr. Its orbital gap is 6.97 eV.

Results of the Mulliken charge analysis, in e, for atoms 1 through 8: atom 1 (K): 1.09, atom 2 (K): 1.00, atom 3 (P): 1.59, atom 4 (F): -0.46, atom 5 (F): -0.33, atom 6 (F): -0.47, atom 7 (F): -0.62, atom 8 (F): -0.43


2.
A 9-piece molecular cluster, C31H48F6N13 overall in a non-equilibrium geometry. Source: OMol25; level of theory: the ωB97M-V functional and the def2-TZVPD basis.

Atoms and positions in Å:
C -3.11 2.80 4.62
C -3.58 1.78 3.70
C -2.76 1.34 2.40
N -2.53 -0.15 2.37
C -1.73 -0.62 1.41
N -1.06 0.22 0.47
C -0.30 -0.65 -0.37
C 0.58 -0.17 -1.59
N 1.43 1.02 -1.27
C 1.93 1.58 -2.58
N -0.57 -1.95 0.12
C 0.07 -3.14 -0.54
C 1.12 -3.80 0.47
C 2.64 -3.72 -0.02
C 3.52 -4.98 0.36
F 2.83 -6.20 0.28
F 4.57 -5.06 -0.59
C 4.21 -4.90 1.80
F 4.82 -3.68 2.07
F 5.24 -5.86 1.81
F 3.35 -5.21 2.85
N -1.42 -2.01 1.18
C -1.98 -3.15 1.95
C -1.08 -3.65 3.17
C -0.66 -2.52 4.20
F -0.55 -3.18 5.49
H -2.39 2.54 5.46
H -3.46 3.86 4.42
H -4.57 1.25 3.90
H -1.79 1.94 2.36
H -3.39 1.66 1.51
H -2.97 -0.78 3.04
H 1.29 -0.96 -2.01
H -0.12 0.12 -2.45
H 0.89 1.76 -0.80
H 3.05 1.76 -2.58
H 1.38 2.55 -2.84
H 1.73 0.87 -3.44
H -0.80 -3.83 -0.79
H 0.56 -2.83 -1.53
H 1.06 -3.19 1.43
H 0.78 -4.88 0.65
H 3.11 -2.81 0.51
H 2.68 -3.46 -1.13
H -3.01 -2.84 2.32
H -2.13 -4.02 1.24
H -0.16 -4.24 2.87
H -1.73 -4.39 3.75
H -1.43 -1.70 4.35
H 0.38 -2.15 3.97
C -4.24 -0.36 7.68
C -3.54 -0.43 6.37
N -2.98 -0.49 5.34
H -5.32 -0.27 7.52
H -4.04 -1.26 8.26
H -3.89 0.51 8.24
C 2.62 -3.99 -4.14
C 2.38 -2.52 -4.00
N 2.19 -1.37 -3.89
H 3.07 -4.20 -5.10
H 3.28 -4.33 -3.35
H 1.67 -4.52 -4.07
C 5.82 -5.71 -7.28
C 4.76 -6.15 -6.32
N 3.93 -6.49 -5.57
H 5.73 -4.64 -7.47
H 6.81 -5.92 -6.86
H 5.72 -6.26 -8.22
C -1.99 6.53 1.92
C -3.05 6.10 2.89
N -3.87 5.77 3.65
H -2.08 7.59 1.72
H -1.01 6.32 2.33
H -2.11 5.98 0.98
C -6.86 8.67 2.65
C -5.68 8.80 1.75
N -4.75 8.90 1.04
H -6.54 8.37 3.65
H -7.38 9.63 2.72
H -7.55 7.92 2.26
C 0.30 -7.81 -6.09
C 0.06 -6.34 -5.95
N -0.13 -5.19 -5.85
H 0.76 -8.02 -7.05
H 0.97 -8.14 -5.30
H -0.65 -8.34 -6.02
C 2.98 5.95 -2.82
C 1.92 5.47 -1.89
N 1.07 5.10 -1.16
H 2.87 7.03 -2.98
H 3.97 5.75 -2.39
H 2.91 5.43 -3.78
C 0.98 9.51 -1.55
C 2.01 9.24 -2.59
N 2.82 9.03 -3.41
H 0.73 10.58 -1.54
H 0.08 8.94 -1.76
H 1.36 9.23 -0.57

The HOMO energy is -9.15 eV. Its net charge is +1. The largest force on an atom comes out at 0.110 Eh/bohr. Its orbital gap is 6.69 eV. The calculation puts the relative energy (zero: lowest compared OMol25 entry of this formula, charge and spin) at 6.1027 eV.

Results of the Mulliken charge analysis, in e, for atoms 1 through 8: atom 1 (C): -0.63, atom 2 (C): -0.57, atom 3 (C): -0.41, atom 4 (N): 0.04, atom 5 (C): 0.38, atom 6 (N): -0.56, atom 7 (C): 0.36, atom 8 (C): 0.07


3.
An isolated molecule of C10H18N2O5 in a non-equilibrium geometry. Source: OMol25; level of theory: the ωB97M-V functional and the def2-TZVPD basis.

Atoms and positions in Å:
C -1.73 -1.69 0.68
C -0.51 -1.52 -0.22
C -2.97 -0.90 0.11
C -2.81 0.64 0.11
C -2.16 1.04 -1.21
C 1.60 -0.27 -0.33
C 2.67 -1.24 -0.81
C 2.22 0.90 0.43
C 1.26 1.87 1.16
C 3.20 1.71 -0.42
H -2.06 -0.73 2.46
H -1.11 -2.08 2.61
H -2.01 -2.77 0.61
H -3.28 -1.28 -0.87
H -3.89 -1.19 0.65
H -2.07 0.95 0.90
H -3.77 1.21 0.13
H -2.23 0.92 -3.05
H 0.42 -0.72 1.34
H 1.12 0.11 -1.28
H 2.81 0.43 1.21
H 1.76 2.72 1.62
H 0.75 1.37 2.03
H 0.53 2.15 0.39
H 2.66 2.47 -1.06
H 3.84 2.33 0.22
H 3.77 1.03 -1.11
H 1.23 -2.17 -1.62
N -1.35 -1.28 2.02
N 0.51 -0.89 0.34
O -0.51 -1.95 -1.39
O -1.17 1.76 -1.29
O -2.74 0.51 -2.30
O 3.84 -1.17 -0.54
O 2.22 -2.27 -1.54

The HOMO energy is -9.61 eV. Its net charge is 0. The largest force on an atom comes out at 0.057 Eh/bohr. Its orbital gap is 10.00 eV. As for the structure (SMILES): CC(C)[C@H](NC(=O)[C@@H](N)CCC(=O)O)C(=O)O. The calculation puts the relative energy (zero: lowest compared OMol25 entry of this formula, charge and spin) at 0.6933 eV.

Results of the Mulliken charge analysis, in e, for atoms 1 through 8: atom 1 (C): 0.75, atom 2 (C): 0.06, atom 3 (C): -1.32, atom 4 (C): -0.08, atom 5 (C): 0.42, atom 6 (C): -0.29, atom 7 (C): 0.40, atom 8 (C): 0.57


4.
An isolated molecule of C2HClN2O in a non-equilibrium geometry. Source: OMol25; level of theory: the ωB97M-V functional and the def2-TZVPD basis.

Atoms and positions in Å:
C -0.06 0.17 -0.01
C 2.16 -0.73 -0.01
N 0.79 -0.69 0.03
N 2.92 -1.76 -0.03
O 2.37 -2.85 -0.01
Cl 2.81 0.86 0.00
H -0.45 1.14 0.00

The HOMO energy (spin up / spin down) is -8.51 / -8.51 eV. Its net charge is 0. The largest force on an atom comes out at 0.126 Eh/bohr. Its orbital gap (spin up / spin down) is 6.43 / 6.43 eV. The calculation puts the relative energy (zero: lowest compared OMol25 entry of this formula, charge and spin) at 5.8989 eV.

Atom-resolved charges from Mulliken, all expressed in e: atom 1 (C): 0.14, atom 2 (C): 0.53, atom 3 (N): -0.18, atom 4 (N): -0.17, atom 5 (O): -0.45, atom 6 (Cl): -0.20, atom 7 (H): 0.33


5.
A 2-piece molecular cluster, C3H10NO overall in a non-equilibrium geometry. Source: OMol25; level of theory: the ωB97M-V functional and the def2-TZVPD basis.

Atoms and positions in Å:
C -0.69 2.66 -2.50
N -1.37 1.81 -3.57
H -1.14 3.65 -2.52
H 0.36 2.75 -2.77
H -0.80 2.11 -1.57
H -2.37 1.89 -3.38
H -1.26 2.06 -4.55
H -1.19 0.83 -3.42
O 0.54 -2.19 1.83
C 0.90 -1.94 2.95
C 1.47 -2.99 3.86
H 0.83 -0.90 3.31
H 1.06 -3.95 3.55
H 2.56 -2.97 3.89
H 1.10 -2.82 4.88

The HOMO energy is -11.84 eV. Its net charge is +1. The largest force on an atom comes out at 0.031 Eh/bohr. Its orbital gap is 7.73 eV. The calculation puts the relative energy (zero: lowest compared OMol25 entry of this formula, charge and spin) at 1.0533 eV.

Results of the Mulliken charge analysis, in e, for atoms 1 through 8: atom 1 (C): -0.68, atom 2 (N): -0.36, atom 3 (H): 0.32, atom 4 (H): 0.32, atom 5 (H): 0.32, atom 6 (H): 0.37, atom 7 (H): 0.35, atom 8 (H): 0.36


no.,M (g mol⁻¹)
1,763.89
2,716.80
3,246.26
4,104.50
5,76.12